Entry 1:
The following is a quantum chemistry calculation of a 40-piece molecular cluster, H80O40 overall in a non-equilibrium geometry, from the OMol25 dataset.

The total energy is -3057.443708 Ha. The molar mass is 720.60 g/mol. The calculation puts the energy relative to the best compared isomer or geometry (same formula, charge and spin) at 823.5 kJ/mol. As for the gap between HOMO and LUMO: 9.3 eV.

Last column: Löwdin charge in e.
Element x y z (Å)
O 2.01 0.69 4.73  -0.0543
O 1.24 -0.32 -1.11  -0.0244
O -1.40 -1.27 0.01  -0.0434
O 1.03 2.64 2.76  -0.0459
O 2.52 -3.29 1.25  -0.0648
O -2.47 4.84 1.70  -0.0394
O 0.89 -3.16 -3.40  -0.0597
O -1.03 0.72 1.67  -0.1072
O -0.35 1.39 -5.50  -0.0626
O -2.18 -2.84 3.17  -0.0704
O 4.38 -2.89 3.27  -0.0504
O -4.37 -2.71 1.37  -0.0638
O -4.02 -0.11 1.52  -0.0667
O 1.68 5.45 -1.64  -0.0220
O 3.55 -3.25 -2.59  -0.0519
O 1.58 -5.66 -0.22  -0.0291
O -1.56 2.87 -0.03  -0.0316
O 2.49 2.10 0.55  -0.0438
O -6.22 1.79 2.28  -0.0386
O -3.93 0.12 -1.61  -0.0359
O -1.98 -0.71 -4.67  -0.0521
O -0.28 -3.53 5.18  -0.0745
O 0.51 -1.43 2.43  -0.0321
O 5.71 1.25 1.74  -0.0689
O 2.44 0.88 -3.85  -0.0424
O 4.23 -0.50 0.78  -0.0449
O -4.21 1.60 4.62  -0.0472
O -6.12 -0.17 -0.30  -0.0451
O -1.43 4.92 -1.93  -0.0596
O 0.05 4.09 -4.82  -0.0471
O 4.41 0.91 -1.54  -0.0499
O -0.08 -4.07 2.02  -0.0717
O -1.99 2.23 3.51  -0.0358
O -1.76 -4.35 -1.80  -0.0426
O 5.72 -1.68 -2.05  -0.0466
O 1.77 -6.00 2.79  -0.0648
O -0.59 0.96 -2.77  -0.0368
O -4.36 3.32 -2.26  -0.0558
O 3.57 4.55 0.05  -0.0386
O 0.90 -0.97 -6.06  -0.0615
H -0.58 4.85 -1.45  0.0224
H 1.77 -0.04 -0.36  0.0302
H -0.99 -2.92 5.44  0.0261
H -5.49 2.32 2.62  0.0161
H -2.24 2.87 0.65  0.0372
H 1.17 -6.39 2.15  0.0215
H 2.46 5.95 -1.43  0.0179
H -1.47 1.09 2.51  0.0438
H -1.05 5.61 -2.50  0.0578
H -1.56 -3.06 2.43  0.0078
H -2.46 -3.69 -1.72  0.0277
H -1.90 4.77 0.92  0.0213
H 6.46 -1.75 -1.43  0.0633
H -1.16 1.50 1.11  0.0134
H -2.90 -0.85 -4.43  0.0302
H -2.41 1.95 4.34  0.0548
H 0.53 2.22 2.05  0.0078
H -4.20 0.94 5.32  0.0720
H 3.31 0.83 -3.40  0.0239
H 0.79 -3.94 -2.85  0.0183
H 4.92 -1.50 -1.54  0.0067
H 5.34 0.81 -1.74  0.0520
H 3.50 -2.73 3.62  0.0268
H -6.68 -0.90 -0.60  0.0695
H 5.25 2.00 2.14  0.0370
H 3.48 -0.69 1.33  0.0306
H -6.39 0.51 -0.93  0.0698
H 5.92 0.80 2.57  0.0481
H -0.95 -4.11 4.78  0.0215
H -0.79 3.71 -5.05  0.0240
H -3.61 -2.23 1.71  -0.0260
H 2.51 2.96 0.97  0.0165
H 1.61 1.20 4.00  -0.0102
H 2.36 -5.66 2.11  0.0034
H 3.44 5.46 0.34  0.0589
H -3.46 3.68 -2.29  -0.0006
H 0.52 3.56 -4.17  0.0064
H 0.31 -0.88 -5.30  0.0012
H 1.77 -1.02 -5.66  0.0279
H 0.34 -0.28 -0.81  0.0086
H -1.87 3.19 -0.87  0.0183
H -4.89 -1.94 1.14  -0.0008
H 4.35 1.22 -0.63  0.0068
H -2.71 -3.64 3.09  0.0594
H 4.49 4.45 -0.16  0.0615
H -1.11 -0.69 0.76  -0.0116
H 2.45 -5.51 -0.59  0.0528
H -4.17 -0.66 -2.10  0.0475
H 2.89 2.01 -0.31  -0.0044
H 2.50 -2.58 1.90  -0.0100
H -1.88 -4.89 -1.01  0.0266
H 1.87 -3.88 1.68  -0.0056
H -2.96 5.64 1.48  0.0502
H -3.02 0.38 -1.78  0.0224
H 0.55 1.42 -5.19  0.0167
H 0.19 0.75 -2.25  -0.0101
H -0.41 -1.11 2.44  0.0339
H -4.55 3.45 -3.20  0.0431
H -0.11 1.24 -3.57  -0.0140
H -0.49 1.19 -6.42  0.0777
H -3.20 -0.56 1.34  0.0039
H 4.46 -3.41 -2.32  0.0218
H 1.12 -6.48 -0.37  0.0464
H -2.09 -0.73 -0.34  -0.0032
H 1.05 -0.82 2.94  0.0486
H 3.57 -2.30 -2.74  0.0190
H 0.14 -3.12 2.13  0.0079
H 4.18 -3.82 3.09  0.0365
H 1.92 4.61 -1.98  0.0246
H -1.96 0.26 -4.62  0.0043
H 1.99 1.02 -3.00  0.0040
H -4.41 0.02 0.65  0.0123
H 4.56 -1.34 0.43  0.0427
H -4.38 1.05 3.84  0.0339
H -0.33 -4.09 1.08  0.0664
H -5.90 0.94 1.99  -0.0142
H 1.19 0.39 5.15  0.0338
H -2.57 2.68 2.89  0.0391
H 1.25 -2.54 -2.76  0.0051
H 0.45 2.85 3.49  0.0453

=====

Entry 2:
The following is a quantum chemistry calculation of a 40-piece molecular cluster, H80O40 overall in a non-equilibrium geometry, from the OMol25 dataset.

The total energy is -3057.083516 Ha. Its multiplicity is 2. The molar mass is 720.60 g/mol. The calculation puts the energy relative to the best compared isomer or geometry (same formula, charge and spin) at 574.4 kJ/mol. As for the gap between HOMO and LUMO (alpha / beta): 9.1 / 1.9 eV. Its charge is +1.

Last column: Mulliken spin population.
Element x y z (Å)
O 0.29 -1.91 1.63  0.0020
O 0.25 -0.66 -6.69  0.0000
O 0.59 2.45 -2.02  0.0001
O 1.26 1.87 1.44  0.0004
O 2.07 -0.54 3.13  -0.0056
O -3.87 3.15 4.04  0.0000
O 0.91 4.25 3.56  0.0000
O 3.36 -4.10 -2.68  0.0000
O 1.04 -1.70 -0.93  -0.0012
O 1.80 5.49 -1.84  0.0000
O -0.67 0.64 -0.56  -0.0024
O -4.36 -1.14 -4.09  0.0000
O -3.40 -2.58 3.18  0.0000
O 0.97 -4.87 2.17  0.0003
O 1.74 0.64 5.38  0.0002
O -1.94 4.43 -2.37  0.0000
O -5.57 -2.29 1.30  0.0000
O 4.98 -1.63 2.55  0.5037
O -2.05 1.94 5.76  0.0000
O 5.43 1.40 1.37  0.3995
O 3.48 3.46 0.29  0.0008
O 3.36 1.14 -4.37  0.0001
O 3.41 -0.28 0.74  0.1139
O 5.05 -0.92 -3.35  0.0010
O -3.36 -4.28 -0.10  0.0000
O -2.09 2.76 2.02  0.0000
O -5.12 1.17 -1.43  0.0000
O -3.69 2.99 -3.93  0.0000
O 5.37 0.99 -1.31  0.0393
O -2.51 -2.39 -2.17  0.0000
O -1.29 -6.02 -0.60  0.0000
O 1.18 -4.34 -4.55  0.0000
O -2.11 -1.76 0.70  0.0007
O -6.32 0.01 1.91  0.0000
O -3.59 0.80 0.64  0.0000
O 2.20 -2.43 5.09  0.0002
O -0.90 4.66 -4.95  0.0000
O -0.21 1.22 3.89  -0.0001
O 4.50 3.17 -2.34  0.0003
O 0.24 -3.54 -2.08  0.0011
H -2.80 -4.11 0.67  0.0000
H -3.80 2.31 -4.58  0.0000
H 0.00 0.83 4.75  0.0000
H 0.94 -4.01 2.60  0.0000
H 5.08 -1.60 1.58  -0.0154
H -1.85 -1.82 -2.59  0.0000
H 4.86 1.75 -1.72  -0.0002
H -2.08 4.87 -3.22  0.0000
H -4.32 -1.90 -3.50  0.0000
H -4.03 2.32 3.58  0.0000
H 0.78 1.93 -1.24  0.0002
H -0.59 -6.51 -0.16  0.0000
H 3.16 -3.81 -3.58  0.0000
H -3.86 -1.74 3.34  0.0000
H -2.83 -1.86 0.05  -0.0001
H -1.19 1.61 6.00  0.0000
H -3.67 1.10 1.54  0.0000
H 3.47 2.05 -4.09  0.0000
H -2.09 3.67 1.70  0.0000
H 4.74 -0.47 -4.16  -0.0001
H -0.07 -0.03 -0.92  -0.0006
H -6.90 -0.72 1.72  0.0000
H 5.04 3.68 -1.72  0.0000
H 2.65 3.53 0.77  -0.0005
H -2.72 -4.28 -0.82  0.0000
H -2.84 1.45 5.89  0.0000
H -0.02 0.13 -6.22  0.0000
H -6.00 -3.15 1.38  0.0000
H -0.33 2.69 -2.16  -0.0001
H -4.68 -2.43 1.62  0.0000
H 1.83 0.14 4.52  -0.0003
H 1.23 -1.80 0.00  -0.0020
H -4.38 0.62 -1.67  0.0000
H 4.09 3.07 0.94  -0.0013
H -0.86 -5.62 -1.36  0.0000
H 3.26 0.66 0.96  0.0013
H 3.67 3.08 -1.85  -0.0005
H 1.65 -5.46 2.50  0.0000
H 2.31 -1.35 3.64  0.0022
H -4.85 -0.49 -3.60  0.0000
H -1.73 4.21 -5.20  0.0000
H 2.81 -3.51 -2.16  0.0001
H -2.60 -1.77 1.52  0.0000
H 4.98 -1.85 -3.55  -0.0001
H 1.60 3.70 3.93  0.0000
H -2.68 -2.99 -2.91  0.0000
H -5.18 1.33 -0.49  0.0000
H 1.84 4.55 -1.73  0.0000
H 6.30 1.21 1.72  -0.0106
H 1.31 4.26 2.67  0.0000
H 3.94 -0.33 -0.07  -0.0030
H 0.73 -1.21 -6.06  0.0000
H 1.11 0.99 1.10  0.0015
H 1.60 -3.09 5.41  0.0000
H 1.75 -1.04 -1.06  0.0024
H -2.71 0.89 0.28  -0.0001
H 0.68 1.97 2.21  0.0005
H -0.64 3.90 -4.40  0.0000
H 1.07 -5.29 -4.72  0.0000
H -0.19 -1.38 2.28  0.0003
H -5.45 -0.38 1.80  0.0000
H -0.47 2.14 4.04  0.0000
H -4.33 3.80 3.50  0.0000
H 5.60 0.41 -2.07  -0.0022
H -4.56 3.34 -3.70  0.0000
H 2.56 0.57 5.88  0.0000
H -0.89 0.34 0.34  -0.0002
H 1.92 -1.56 5.42  -0.0001
H -2.53 -2.42 3.54  0.0000
H 1.67 -0.86 2.29  -0.0028
H 4.15 -1.07 2.69  -0.0086
H -0.66 -3.17 -1.89  -0.0002
H 0.64 -3.66 -1.22  0.0001
H 0.86 -4.37 -3.64  0.0000
H -2.00 2.86 2.98  0.0000
H 5.45 1.29 0.40  -0.0144
H -0.14 -1.62 0.84  0.0002
H 2.64 0.86 -3.79  0.0000
H -2.48 3.63 -2.51  0.0000
H 1.61 5.74 -2.74  0.0000